Entry 1:
# C2H6NO4Si

A gas-phase ion, C2H6NO4Si (charge -1) in a non-equilibrium geometry (ωB97M-V/def2-TZVPD, OMol25).

Geometry as XYZ:
```
14
Properties=species:S:1:pos:R:3
C -1.728 -0.504 0.059
C -2.366 0.866 -0.172
N 0.353 -1.675 -0.051
O 1.697 -1.179 -0.323
O -2.373 -1.473 0.410
O -0.465 -0.537 -0.239
O 3.981 0.486 -0.424
Si 2.721 0.324 0.473
H -1.899 1.479 -0.889
H -3.542 0.798 -0.560
H -2.299 1.483 0.775
H 1.491 1.332 0.456
H 1.683 -1.073 -1.250
H 2.746 -0.327 1.735
```

Summary:
Net charge: -1
Max |F| (hartree/bohr): 0.0667
E (eV): -19726.861
Highest occupied orbital energy (eV): -3.46

=====

Entry 2:
# C30H30N3O4RuSSi

A molecular structure, C30H30N3O4RuSSi (ωB97M-V/def2-TZVPD, OMol25).

Geometry as XYZ:
```
70
Properties=species:S:1:pos:R:3
Ru 0.485 0.436 1.076
O 6.003 4.536 1.041
C 6.092 3.310 0.939
O 7.027 2.519 0.769
C 4.702 2.596 0.979
C 4.613 1.235 0.716
C 3.378 0.628 0.705
N 2.266 1.325 0.973
C 2.341 2.642 1.249
C 3.537 3.310 1.258
C 1.013 3.247 1.548
O 0.815 4.393 1.810
O 0.019 2.329 1.486
H 5.538 0.706 0.522
H 3.234 -0.417 0.479
H 3.611 4.372 1.459
C 2.738 0.076 -2.354
C 2.015 -0.898 -1.721
C 0.736 -0.622 -1.186
C 0.188 0.675 -1.324
C 0.979 1.672 -1.962
C 2.211 1.376 -2.475
Si -1.312 1.242 -0.425
C -1.927 2.926 -0.807
C -1.777 4.144 -0.148
C -2.343 5.291 -0.683
C -3.058 5.240 -1.872
C -3.222 4.031 -2.535
C -2.668 2.880 -2.001
C -2.646 -0.020 -0.199
C -2.764 -1.072 -1.117
C -3.883 -1.892 -1.105
C -4.885 -1.683 -0.166
C -4.770 -0.656 0.764
C -3.663 0.179 0.740
H 3.710 -0.151 -2.769
H 2.414 -1.902 -1.649
H 0.144 -1.445 -0.808
H 0.589 2.680 -2.043
H 2.783 2.141 -2.984
H -1.222 4.211 0.775
H -2.221 6.232 -0.164
H -3.491 6.143 -2.281
H -3.782 3.984 -3.459
H -2.822 1.940 -2.526
H -2.004 -1.225 -1.875
H -3.984 -2.679 -1.841
H -5.764 -2.313 -0.165
H -5.556 -0.490 1.487
H -3.604 1.005 1.440
C -2.304 -3.285 2.093
N -1.055 -3.856 1.581
C -0.979 -5.317 1.692
C 0.017 -3.100 1.373
S 0.070 -1.513 2.138
N 1.047 -3.564 0.665
C 0.879 -4.553 -0.401
C 2.422 -3.103 0.840
H -3.125 -3.901 1.732
H -2.438 -2.274 1.728
H -2.308 -3.290 3.185
H -1.464 -5.600 2.625
H 0.056 -5.642 1.733
H -1.492 -5.811 0.867
H -0.165 -4.617 -0.692
H 1.242 -5.539 -0.111
H 1.462 -4.216 -1.258
H 2.490 -2.396 1.659
H 2.781 -2.644 -0.081
H 3.053 -3.965 1.059
```

Summary:
Energy above the lowest of the compared OMol25 structures with the same formula, charge and spin (kJ/mol): 9.1
Net charge: +1
Max |F| (hartree/bohr): 0.0130
E (eV): -65544.244
Highest occupied orbital energy (alpha / beta) (eV): -9.86 / -9.86

=====

Entry 3:
# C12H23F6N3O4S

3 unconnected molecules or ions with the total composition C12H23F6N3O4S (ωB97M-V/def2-TZVPD, OMol25).

Geometry as XYZ:
```
49
Properties=species:S:1:pos:R:3
C -0.914 -5.449 1.171
N -1.348 -5.586 -0.220
C -0.424 -5.339 -1.329
C -0.640 -4.057 -2.161
C -1.322 -2.891 -1.430
C -0.322 -1.907 -0.868
F 0.535 -1.438 -1.806
F 0.443 -2.543 0.079
C -0.980 -0.685 -0.155
F -0.203 0.384 -0.226
F -2.149 -0.372 -0.701
F -1.194 -0.960 1.119
S -2.843 -6.049 -0.527
O -3.020 -6.119 -1.939
O -3.265 -7.089 0.347
F -3.654 -4.784 -0.041
H -1.003 -4.415 1.518
H -1.500 -6.107 1.810
H 0.137 -5.734 1.236
H 0.579 -5.320 -0.897
H -0.447 -6.200 -2.001
H -1.212 -4.293 -3.059
H 0.347 -3.726 -2.495
H -1.998 -2.370 -2.111
H -1.932 -3.218 -0.587
C -0.734 2.130 2.453
C -0.298 2.741 3.767
O -0.372 2.127 4.819
N 0.192 4.005 3.722
C 0.347 4.863 2.559
H -1.091 1.125 2.649
H -1.539 2.713 2.003
H 0.103 2.083 1.757
H 0.481 4.360 4.620
H 1.392 5.129 2.419
H -0.240 5.776 2.685
H 0.004 4.351 1.667
C 2.336 3.163 -1.079
C 2.685 4.541 -0.564
O 2.921 4.745 0.616
N 2.725 5.555 -1.468
C 2.474 5.498 -2.894
H 2.348 2.475 -0.239
H 1.343 3.154 -1.531
H 3.063 2.828 -1.820
H 2.964 6.447 -1.062
H 3.355 5.822 -3.451
H 1.640 6.149 -3.162
H 2.230 4.485 -3.195
```

Summary:
Max |F| (hartree/bohr): 0.0129
E (eV): -52618.693
Highest occupied orbital energy (eV): -9.12
SMILES: CN(CCCC(F)(F)C(F)(F)F)S(=O)(=O)F.CNC(C)=O.CNC(C)=O

=====

Entry 4:
# C18H25N3O4

A single C18H25N3O4 molecule in a non-equilibrium geometry (ωB97M-V/def2-TZVPD, OMol25).

Geometry as XYZ:
```
50
Properties=species:S:1:pos:R:3
O -1.264 -0.119 -2.346
O 0.506 2.336 1.302
N 1.559 -4.616 0.848
O 2.634 -3.745 0.523
O 0.239 -1.783 -1.906
C -0.732 -0.898 -1.556
C -0.412 2.052 0.614
C 0.476 -3.929 0.839
C 0.818 -2.516 0.804
C 2.162 -2.436 0.628
C -0.172 -1.468 0.890
C -0.919 -0.774 -0.143
N -0.404 2.488 -0.735
N -1.356 1.156 1.177
C 0.392 -1.951 -3.348
C -0.955 -4.471 1.019
C 3.011 -1.225 0.617
C 2.094 5.186 -1.893
C 0.799 3.152 -1.330
C 0.877 4.605 -1.199
C -0.231 -0.716 2.214
C -2.755 -0.036 2.410
C -3.063 -0.396 1.049
C -1.257 0.449 2.469
C -2.009 0.261 0.231
H -1.191 2.267 -1.295
H 1.156 -2.751 -3.452
H -0.510 -2.295 -3.827
H 0.760 -1.011 -3.805
H -0.919 -5.598 1.498
H -1.561 -4.562 0.083
H -1.564 -3.790 1.678
H 3.382 -1.228 1.619
H 3.810 -1.324 -0.136
H 2.484 -0.285 0.481
H 2.192 6.236 -1.758
H 2.991 4.700 -1.603
H 1.996 5.055 -2.992
H 1.697 2.709 -0.792
H 0.964 2.820 -2.402
H 0.801 4.787 -0.135
H 0.021 5.112 -1.629
H 0.689 -0.154 2.319
H -0.342 -1.524 2.932
H -3.402 0.799 2.711
H -2.979 -0.976 3.005
H -2.959 -1.439 0.857
H -4.091 -0.014 0.895
H -1.019 1.149 3.239
H -2.443 0.717 -0.667
```

Summary:
Energy above the lowest of the compared OMol25 structures with the same formula, charge and spin (kJ/mol): 536.7
Max |F| (hartree/bohr): 0.1264
E (eV): -31728.825
Highest occupied orbital energy (eV): -8.63
SMILES: CCCNC(=O)N1[C@H]2CC[C@@H]1C(C(=O)OC)=C(c1c(C)noc1C)C2

=====

Entry 5:
# C43H38N7RuSe3

A molecular structure, C43H38N7RuSe3 (ωB97M-V/def2-TZVPD, OMol25).

Geometry as XYZ:
```
92
Properties=species:S:1:pos:R:3
Ru 0.159 -1.128 0.370
Se 2.543 -3.374 -1.195
Se -0.238 -3.671 -0.263
C -0.494 -2.812 -1.930
C -1.038 -3.424 -3.049
C -1.179 -2.680 -4.208
C -0.812 -1.345 -4.192
C -0.297 -0.810 -3.022
N -0.099 -1.528 -1.920
C 2.885 -2.708 0.531
C 4.036 -3.155 1.187
C 4.349 -2.697 2.449
C 3.480 -1.800 3.052
C 2.364 -1.404 2.349
N 2.051 -1.816 1.110
H -1.331 -4.463 -2.997
H -1.582 -3.133 -5.106
H -0.916 -0.716 -5.064
H -0.038 0.232 -2.967
H 4.662 -3.876 0.681
H 5.241 -3.043 2.955
H 3.654 -1.392 4.038
H 1.677 -0.698 2.785
N -3.465 -2.613 6.671
C -2.833 -2.334 5.754
C -2.049 -1.985 4.601
C -2.251 -0.777 3.948
C -1.489 -0.486 2.832
N -0.569 -1.324 2.337
C -0.366 -2.481 2.990
C -1.076 -2.851 4.112
H -2.988 -0.069 4.298
H -1.620 0.443 2.302
H 0.401 -3.126 2.585
H -0.878 -3.799 4.592
C 3.197 0.715 -0.223
C 1.939 1.576 -0.316
C 2.336 3.017 0.086
C 0.772 0.961 0.551
C 1.510 1.761 -1.777
C 0.406 2.563 -2.079
C 0.066 2.875 -3.386
C 0.841 2.404 -4.439
C 1.950 1.621 -4.159
C 2.277 1.301 -2.846
H 3.439 0.519 0.821
H 4.053 1.221 -0.676
H 3.060 -0.247 -0.716
H 2.795 3.062 1.070
H 1.474 3.684 0.103
H 3.051 3.401 -0.646
H -0.122 1.551 0.291
H -0.184 2.987 -1.273
H -0.795 3.501 -3.584
H 0.585 2.651 -5.461
H 2.568 1.247 -4.967
H 3.141 0.678 -2.666
C -4.196 -1.032 0.468
C -2.861 -1.392 0.430
N -1.905 -0.598 -0.074
C -2.300 0.544 -0.646
C -3.616 0.991 -0.656
C -4.579 0.196 -0.043
C -3.946 2.304 -1.262
C -4.020 2.605 -2.557
C -3.918 1.708 -3.727
C -4.169 0.339 -3.706
C -4.100 -0.332 -4.912
N -3.788 0.270 -6.056
C -3.558 1.575 -5.969
N -3.622 2.325 -4.878
H -4.916 -1.709 0.907
H -2.524 -2.336 0.838
H -1.530 1.133 -1.128
H -5.612 0.520 -0.005
H -4.113 3.109 -0.553
H -4.190 3.638 -2.835
H -4.423 -0.186 -2.800
H -4.299 -1.396 -4.962
H -3.302 2.086 -6.890
Se 0.729 1.829 2.396
C 2.197 1.463 3.590
C 1.837 0.970 4.846
C 2.788 0.780 5.837
C 4.123 1.072 5.589
C 4.488 1.561 4.344
C 3.536 1.760 3.353
H 0.798 0.732 5.042
H 2.484 0.401 6.805
H 4.868 0.922 6.359
H 5.525 1.795 4.135
H 3.855 2.151 2.398
```

Summary:
Energy above the lowest of the compared OMol25 structures with the same formula, charge and spin (kJ/mol): 0.0
Max |F| (hartree/bohr): 0.0120
E (eV): -254258.320
2S+1: 2
Highest occupied orbital energy (alpha / beta) (eV): -6.70 / -7.23

=====

Entry 6:
# H4O2Rb

A molecular structure, H4O2Rb (ωB97M-V/def2-TZVPD, OMol25).

Geometry as XYZ:
```
7
Properties=species:S:1:pos:R:3
Rb -1.445 0.896 1.106
O -0.123 1.342 -1.401
H 0.776 1.081 -1.637
H -0.419 1.928 -2.109
O 0.135 -1.483 1.263
H 0.665 -1.543 2.068
H 0.412 -2.223 0.710
```

Summary:
Energy above the lowest of the compared OMol25 structures with the same formula, charge and spin (kJ/mol): 1.2
Net charge: +1
Max |F| (hartree/bohr): 0.0048
E (eV): -4810.571
Highest occupied orbital energy (eV): -16.03